Entry 1:
Here is a cluster of 2 separate species, C11H19F8N4O4P2S in total at a distorted geometry from the OMol25 dataset. Energies are from the ωB97M-V functional and the def2-TZVPD basis.

Geometry as ORCA input:
```
! RIJCOSX wB97M-V def2-TZVPD def2/J DEFGRID3
* xyz 1 1
C -1.1526 1.8632 1.8283
P -2.1649 1.3301 0.2517
C -3.1362 2.9581 -0.1946
C -0.9501 1.0748 -1.1991
N 0.4019 1.7380 -1.3406
C 1.1610 1.3655 -2.5961
N 2.4057 1.7987 -2.9810
C 2.9644 1.3330 -4.3081
C 3.1876 -0.2864 -4.4390
O 4.0858 -0.5024 -5.6218
P 3.2986 2.9392 -1.9272
O 3.1092 2.6540 -0.2198
O 2.6512 4.5488 -2.2784
S 5.2469 2.9484 -2.2639
N 0.1573 0.4291 -3.2318
N -1.0191 0.2534 -2.4673
H -1.8062 1.7355 2.8086
H -0.8643 3.0187 1.7996
H -0.1394 1.2465 1.9235
H -3.9470 3.2022 0.6318
H -2.3544 3.8446 -0.3196
H -3.6166 2.8161 -1.2718
H 2.1785 1.6559 -5.1452
H 3.9781 1.8471 -4.6184
H 2.2096 -0.8883 -4.6794
H 3.7703 -0.6793 -3.5014
H 3.8546 0.2343 -6.2890
H 3.9849 2.5574 0.2576
H 1.6432 4.5190 -2.3207
H 0.2647 -0.0593 -4.1490
H -1.8633 -0.3415 -2.7123
C -2.8190 -2.3057 3.8879
C -2.3864 -3.6405 4.5110
C -1.0096 -3.6303 5.1647
F -0.0233 -3.3449 4.2837
F -0.7145 -4.8525 5.6827
F -2.4841 -4.6231 3.5751
F -3.3108 -3.9558 5.4733
O -2.6193 -2.1742 2.4777
C -1.3128 -1.7599 2.0822
C -0.5741 -2.8259 1.2637
F -0.4397 -3.9845 1.9556
F 0.6831 -2.4159 0.9466
F -0.6212 -1.3595 3.1757
F -1.4931 -0.6434 1.3255
H -3.9073 -2.2447 4.0119
H -2.4341 -1.4399 4.4401
H -0.9647 -2.9057 5.9823
H -1.1086 -3.0479 0.3349
*
```

Computed properties:
HOMO, eV: -12.049
Calculated total energy, eV: -77006.0545
Gap between HOMO and LUMO, eV: 7.868

Entry 2:
Here is a structure of composition C11H19GaO2 at a distorted geometry from the OMol25 dataset. Energies are from the ωB97M-V functional and the def2-TZVPD basis.

Geometry as ORCA input:
```
! RIJCOSX wB97M-V def2-TZVPD def2/J DEFGRID3
* xyz 2 1
C -2.1249 0.9186 -0.5743
C -1.2100 2.0050 -0.5964
H -2.6709 0.6887 0.3365
H -2.6346 0.6173 -1.4865
H -1.0148 2.5308 -1.5284
H -1.0587 2.6066 0.2952
Ga -0.1398 0.1674 -0.5764
C 0.0498 -1.6056 -1.9444
C -0.0634 -0.4114 -2.7218
C 1.9004 -0.2505 -1.5241
C 1.2377 -1.4764 -1.1593
H -0.8595 -0.1807 -3.4178
H 1.3067 1.3613 -2.9450
H 2.8326 0.1123 -1.1135
C 1.0997 0.4048 -2.4850
H 1.6116 -2.2038 -0.4505
H -0.6384 -2.4384 -1.9390
C -1.7511 -1.7124 0.9309
O -0.4255 -1.2451 0.7545
C 0.1814 -0.9234 1.9836
C 0.1499 0.5699 2.1398
O 0.6163 1.1478 0.9433
C 2.0101 1.3792 0.9895
H -2.3438 -1.0734 1.6219
H -1.7232 -2.7503 1.3265
H -2.2704 -1.7843 -0.0475
H -0.2897 -1.4111 2.8697
H 1.2308 -1.2843 1.9525
H -0.8952 0.9112 2.3029
H 0.7183 0.8835 3.0463
H 2.3196 1.9414 0.0846
H 2.2591 2.0680 1.8265
H 2.5901 0.4387 1.1067
*
```

Computed properties:
HOMO, eV: -16.417
Calculated total energy, eV: -68165.9061
Gap between HOMO and LUMO, eV: 7.390

Entry 3:
Here is a structure of composition C11H19MnN2O4 from the OMol25 dataset. Energies are from the ωB97M-V functional and the def2-TZVPD basis.

Geometry as ORCA input:
```
! RIJCOSX wB97M-V def2-TZVPD def2/J DEFGRID3
* xyz 1 6
Mn -0.2720 -1.3676 -1.1170
C 0.0008 5.3259 0.4633
O -0.5618 4.6331 1.5717
C -0.7221 3.3099 1.4806
C -1.2914 2.6936 2.6199
C -1.4876 1.3524 2.6151
C -1.1431 0.5248 1.5083
C -1.3685 -0.8832 1.6081
C -1.9984 -1.4656 2.8462
O -1.0660 -1.7259 0.7164
C -0.5800 1.1648 0.3536
O -0.2450 0.5330 -0.7400
C -0.3799 2.5562 0.3767
H 0.0366 6.3711 0.7519
H -0.6248 5.2134 -0.4238
H 1.0104 4.9693 0.2525
H -1.5529 3.3122 3.4665
H -1.9206 0.8976 3.4942
H -2.9720 -1.0162 3.0412
H -1.3725 -1.2777 3.7194
H -2.1132 -2.5364 2.7092
H 0.0492 3.0002 -0.5088
C 3.6811 -3.4971 -1.1888
C 2.7325 -2.3272 -1.2566
O 1.3697 -2.7439 -0.9413
H 4.6872 -3.1681 -1.4479
H 3.3857 -4.2837 -1.8819
H 3.7219 -3.9111 -0.1793
H 2.6713 -1.9144 -2.2617
H 3.0194 -1.5307 -0.5691
H 1.3822 -3.2609 -0.1254
N -1.5679 -1.4304 -2.9426
N -0.2265 -1.5479 -3.4901
H -2.2499 -1.9824 -3.4534
H -1.8467 -0.4553 -3.0044
H -0.1168 -1.0087 -4.3436
H -0.0681 -2.5230 -3.7192
*
```

Computed properties:
HOMO (spin up / spin down), eV: -10.853 / -10.942
Expectation value of S²: 8.754
Calculated total energy, eV: -54200.8151
Gap between HOMO and LUMO (spin up / spin down), eV: 8.119 / 8.154

Entry 4:
Here is a structure of composition C11H19MnNO at a distorted geometry from the OMol25 dataset. Energies are from the ωB97M-V functional and the def2-TZVPD basis.

Geometry as ORCA input:
```
! RIJCOSX wB97M-V def2-TZVPD def2/J DEFGRID3
* xyz 0 4
C -0.9963 0.9209 -2.7499
C 0.4111 0.7222 -3.0230
C 1.1617 1.5360 -2.0975
C 0.2256 2.2487 -1.2631
C -1.1087 1.8762 -1.6708
Mn -0.0402 0.1542 -1.0555
N -1.2949 -1.2858 -0.8814
C -0.5587 -2.4221 -1.2358
C 0.7743 -1.6554 -1.4849
H 2.2496 1.6076 -2.0418
H 0.8265 0.0856 -3.8000
H 0.4746 2.9627 -0.4824
H -2.0348 2.2717 -1.2560
H -1.8235 0.4839 -3.3078
H 1.1295 -1.7259 -2.5169
H -0.9154 -2.9483 -2.1424
H -2.2668 -1.4150 -0.6128
H 1.5306 -1.8693 -0.7235
H -0.4591 -3.1807 -0.4312
C -1.0418 0.8505 2.1952
C 0.2872 0.1456 1.9353
C 1.3730 0.8058 2.7829
C 0.1632 -1.3301 2.2991
O 0.7311 0.2638 0.6156
H -1.2567 0.8447 3.2735
H -1.8733 0.3442 1.6890
H -1.0027 1.8934 1.8561
H 1.1615 0.7000 3.8519
H 2.3459 0.3541 2.5617
H 1.4346 1.8719 2.5384
H -0.7054 -1.7830 1.8048
H 1.0640 -1.8751 1.9916
H 0.0343 -1.4530 3.3817
*
```

Computed properties:
HOMO (spin up / spin down), eV: -7.677 / -7.639
Expectation value of S²: 3.887
Calculated total energy, eV: -46570.2537
Gap between HOMO and LUMO (spin up / spin down), eV: 8.097 / 7.981

Entry 5:
Here is a cluster of 2 separate species, C11H19N2O5 in total at a distorted geometry from the OMol25 dataset. Energies are from the ωB97M-V functional and the def2-TZVPD basis.

Geometry as ORCA input:
```
! RIJCOSX wB97M-V def2-TZVPD def2/J DEFGRID3
* xyz 1 1
C -1.2788 0.5753 3.8717
C -2.4401 -0.0424 3.0046
O -2.7468 0.8601 1.9168
C -3.3423 0.1779 0.8222
N -2.2810 0.0362 -0.2190
C -2.5751 0.3873 -1.5406
C -1.3662 0.1668 -2.2898
N -0.4822 -0.2937 -1.3090
C 0.8999 -0.5973 -1.7416
C 1.9876 0.1883 -0.9296
O 3.1259 0.0923 -1.2849
O 1.7297 0.9507 0.2161
C 0.9562 2.1047 -0.0325
C 0.8079 2.8068 -1.4158
O 0.3676 2.5657 0.8978
C -0.9982 -0.4156 -0.0457
H -0.3063 0.5545 3.3093
H -1.1633 0.0367 4.8414
H -1.5335 1.6614 4.0185
H -2.0554 -0.9988 2.5533
H -3.3464 -0.2744 3.6244
H -3.7750 -0.7948 1.1592
H -4.1095 0.8741 0.3938
H -3.5297 0.7870 -1.9318
H -1.1208 0.3136 -3.3588
H 1.0348 -0.3002 -2.8168
H 1.1197 -1.7010 -1.7176
H 0.6869 2.0859 -2.2607
H -0.1489 3.3934 -1.3611
H 1.6112 3.5497 -1.6415
H -0.5030 -0.7824 0.8747
C 4.4434 -3.1942 -0.9202
O 3.0609 -2.9184 -0.7069
H 4.6659 -4.1815 -0.5210
H 4.6650 -3.1795 -1.9894
H 5.0542 -2.4506 -0.4039
H 2.8859 -2.0435 -1.0659
*
```

Computed properties:
HOMO, eV: -12.868
Calculated total energy, eV: -24924.2513
Gap between HOMO and LUMO, eV: 9.281

Entry 6:
Here is a cluster of 2 separate species, C11H19N4 in total at a distorted geometry from the OMol25 dataset. Energies are from the ωB97M-V functional and the def2-TZVPD basis.

Geometry as ORCA input:
```
! RIJCOSX wB97M-V def2-TZVPD def2/J DEFGRID3
* xyz 1 1
C 2.7782 1.7701 -0.3139
C 3.8857 0.9495 -0.3289
C 2.5168 -0.9965 0.0376
C 1.5058 1.2325 -0.0626
C 1.4112 -0.1905 0.1499
C 3.8167 -0.4759 -0.1594
C -0.6764 0.5823 0.2842
C -2.3131 0.4812 -1.4231
C -2.9241 -0.0817 1.0008
C -0.1515 3.0648 -0.3919
C -2.1452 0.8723 0.0310
N 0.1364 -0.4931 0.3669
N 0.3124 1.7544 -0.0748
N 4.8953 -1.2099 -0.1203
N -0.4013 -3.1529 0.3508
H 2.9550 2.7678 -0.3109
H 4.8524 1.3296 -0.6517
H 2.4920 -2.1190 0.2400
H -1.7954 1.0252 -2.2410
H -3.4043 0.8560 -1.5586
H -2.1560 -0.6148 -1.6308
H -2.4034 -0.9966 0.9043
H -3.9847 0.0929 0.7450
H -2.6161 0.4064 2.0344
H -0.4931 3.5894 0.5473
H 0.6988 3.6257 -0.7293
H -0.9639 2.9466 -1.0329
H -2.4074 2.0072 0.3194
H -0.2067 -1.4911 0.2966
H 5.8379 -0.8155 -0.2795
H 4.7611 -2.2567 -0.3802
H -0.2492 -3.9733 1.0262
H 0.3141 -3.1779 -0.3590
H -1.2714 -3.2123 -0.1276
*
```

Computed properties:
HOMO (spin up / spin down), eV: -10.448 / -10.448
Energy above the lowest of the compared OMol25 structures with the same formula, charge and spin, eV: 1.502
Calculated total energy, eV: -17668.1650
Gap between HOMO and LUMO (spin up / spin down), eV: 7.429 / 7.428